[1]
The following is a DFT calculation (ωB97M-V with the def2-TZVPD basis set) of a gas-phase ion, C2H9N2 (charge +1) in a non-equilibrium geometry.

Positions of all 13 atoms, in Å:
N -1.644 1.190 0.390
C -0.820 0.214 -0.293
C 0.507 0.038 0.403
N 1.234 -1.164 -0.212
H -2.176 1.750 -0.247
H -1.142 1.839 0.989
H -1.321 -0.759 -0.382
H -0.654 0.586 -1.313
H 1.198 0.854 0.203
H 0.458 -0.140 1.471
H 1.807 -1.641 0.480
H 1.943 -0.906 -0.894
H 0.610 -1.860 -0.593

## Properties
* charge: +1
* ΔE to the lowest compared entry with this formula, charge and spin: 20.2 kcal per mole
* E_HOMO: -0.4932 Eh
* SMILES string: NCC[NH3+]
* frontier orbital gap: 9.45 eV
* E: -5193.078 eV


[2]
The following is a DFT calculation (ωB97M-V with the def2-TZVPD basis set) of a molecular structure, C31H29F5IN4O2RuS4 in a non-equilibrium geometry.

Positions of all 77 atoms, in Å:
Ru 0.231 0.557 0.315
S 0.120 0.014 2.633
C 1.772 -0.206 2.996
N 2.179 -0.262 4.271
C 3.585 -0.562 4.515
C 4.399 0.276 3.559
N 4.037 -0.114 2.204
C 5.114 -0.169 1.219
C 5.993 -1.377 1.455
C 5.495 -2.650 1.189
C 6.295 -3.764 1.379
C 7.595 -3.614 1.845
C 8.088 -2.351 2.131
C 7.285 -1.234 1.943
C 2.756 -0.331 1.927
S 2.273 -0.817 0.360
C 1.266 -0.430 5.398
C 1.239 -1.871 5.865
C 1.588 -2.192 7.170
C 1.590 -3.516 7.588
C 1.256 -4.524 6.698
C 0.909 -4.210 5.391
C 0.900 -2.888 4.976
H 3.793 -1.623 4.342
H 3.826 -0.331 5.551
H 5.465 0.113 3.704
H 4.176 1.339 3.707
H 5.696 0.751 1.308
H 4.669 -0.209 0.229
H 4.479 -2.759 0.824
H 5.908 -4.750 1.158
H 8.222 -4.483 1.988
H 9.098 -2.232 2.500
H 7.671 -0.245 2.163
H 0.280 -0.095 5.088
H 1.607 0.218 6.207
H 1.856 -1.406 7.866
H 1.865 -3.757 8.606
H 1.257 -5.556 7.023
H 0.655 -4.996 4.692
H 0.637 -2.643 3.952
F -1.266 7.249 -0.435
C -0.590 6.131 -0.194
C 0.727 6.012 -0.607
F 1.315 7.030 -1.230
C 1.428 4.842 -0.373
F 2.689 4.753 -0.788
C 0.843 3.762 0.288
S 1.747 2.305 0.612
C -0.477 3.922 0.702
F -1.088 2.901 1.343
C -1.200 5.073 0.461
F -2.472 5.167 0.853
C -0.868 0.366 -3.941
C -1.008 1.088 -2.646
O -2.248 1.583 -2.486
O -0.081 1.262 -1.872
H -1.831 0.253 -4.429
H -0.424 -0.610 -3.748
H -0.184 0.915 -4.590
C -3.189 -3.632 -1.276
N -2.999 -3.208 0.096
C -3.667 -3.744 1.183
C -3.210 -3.123 2.286
N -2.264 -2.212 1.860
C -2.140 -2.258 0.521
S -1.179 -1.296 -0.504
H -4.228 -3.496 -1.572
H -2.924 -4.683 -1.380
H -2.552 -3.034 -1.921
H -4.404 -4.520 1.076
H -3.469 -3.249 3.322
H -1.724 -1.594 2.441
I -4.526 1.461 -0.629
C -2.642 2.234 -1.298
H -1.932 2.080 -0.496
H -2.789 3.294 -1.481

## Properties
* charge: +1
* ΔE to the lowest compared entry with this formula, charge and spin: 8.9 kcal per mole
* E_HOMO (alpha / beta): -0.3529 / -0.3529 Eh
* frontier orbital gap (alpha / beta): 5.47 / 5.47 eV
* E: -110279.459 eV


[3]
The following is a DFT calculation (ωB97M-V with the def2-TZVPD basis set) of 4 unconnected molecules or ions with the total composition H8O4 in a non-equilibrium geometry.

Positions of all 12 atoms, in Å:
O -1.090 1.483 2.100
H -0.311 1.214 1.603
H -1.604 2.091 1.545
O 1.182 -2.326 -0.042
H 1.393 -2.802 -0.841
H 0.213 -2.408 -0.008
O -0.583 0.936 -1.754
H -0.323 0.011 -1.954
H -1.455 0.833 -1.363
O 0.894 0.541 0.538
H 1.014 -0.411 0.507
H 0.670 0.837 -0.330

## Properties
* ΔE to the lowest compared entry with this formula, charge and spin: 19.3 kcal per mole
* E_HOMO: -0.3849 Eh
* SMILES string: O.O.O.O
* frontier orbital gap: 10.46 eV
* E: -8319.840 eV


[4]
The following is a DFT calculation (ωB97M-V with the def2-TZVPD basis set) of a molecular structure, C24H24Cl2NO3SZn.

Positions of all 56 atoms, in Å:
Zn 0.324 1.030 0.822
Cl -0.113 3.192 2.008
C -0.993 2.528 3.391
C -1.613 3.478 4.183
C -2.311 3.064 5.300
C -2.377 1.714 5.600
C -1.749 0.788 4.786
Cl -1.887 -0.882 5.225
C -1.021 1.156 3.643
S -0.219 -0.075 2.680
H -1.545 4.526 3.923
H -2.798 3.790 5.935
H -2.915 1.365 6.471
C -3.296 2.364 -1.388
C -3.463 0.849 -1.260
C -2.538 0.535 -0.103
O -1.424 1.448 -0.286
C -1.807 2.547 -1.154
H -3.872 2.872 -0.613
H -3.602 2.752 -2.357
H -3.117 0.352 -2.168
H -4.488 0.546 -1.057
H -2.141 -0.479 -0.098
H -3.001 0.732 0.865
H -1.233 2.456 -2.076
H -1.552 3.482 -0.658
C 3.840 -2.507 -2.749
O 2.678 -2.519 -1.923
C 2.841 -2.344 -0.591
C 4.054 -2.077 0.039
C 4.113 -1.944 1.420
C 2.971 -2.080 2.197
C 1.766 -2.346 1.573
C 1.703 -2.462 0.196
N 0.451 -2.821 -0.393
C -0.096 -2.421 -1.505
C 0.208 -1.289 -2.304
C -0.183 -1.345 -3.664
C 0.050 -0.300 -4.512
C 0.662 0.860 -3.999
C 1.014 0.959 -2.676
C 0.798 -0.110 -1.780
O 1.114 -0.035 -0.521
H 3.495 -2.730 -3.753
H 4.551 -3.270 -2.429
H 4.316 -1.526 -2.736
H 4.955 -1.976 -0.545
H 5.067 -1.744 1.890
H 3.015 -1.978 3.272
H 0.857 -2.446 2.155
H -0.032 -3.567 0.091
H -0.922 -3.051 -1.826
H -0.645 -2.252 -4.036
H -0.226 -0.362 -5.555
H 0.852 1.696 -4.661
H 1.483 1.855 -2.287

## Properties
* charge: +1
* ΔE to the lowest compared entry with this formula, charge and spin: 11.7 kcal per mole
* E_HOMO: -0.3919 Eh
* frontier orbital gap: 7.10 eV
* E: -117203.383 eV


[5]
The following is a DFT calculation (ωB97M-V with the def2-TZVPD basis set) of 5 unconnected molecules or ions with the total composition C24H45F9IN6O4S2 in a non-equilibrium geometry.

Positions of all 91 atoms, in Å:
F -1.021 -3.892 -1.239
C -0.311 -2.985 -0.262
F -0.188 -3.667 1.081
C 1.265 -2.942 -0.823
C 1.395 -2.479 -2.386
C 2.869 -2.691 -3.066
C 4.145 -2.450 -2.069
N 4.028 -1.264 -1.140
C 3.351 0.082 -1.266
C 3.651 0.753 0.207
S 3.071 2.451 0.786
N 4.445 -0.281 1.006
C 4.933 -0.149 2.464
C 4.108 -1.346 3.287
C 3.610 -0.886 4.781
I 1.517 -0.161 4.620
C 4.714 -1.544 0.213
C -0.922 -1.474 -0.192
F 0.090 -0.489 0.346
F -1.250 -0.948 -1.571
S -2.464 -1.242 0.829
F -2.094 0.466 0.866
F -3.370 -0.904 -0.620
F -2.978 -2.865 0.690
F -1.676 -1.474 2.330
F -3.910 -0.922 1.708
H 1.858 -2.294 -0.051
H 1.657 -4.068 -0.772
H 1.100 -1.334 -2.539
H 0.610 -3.087 -3.039
H 2.989 -3.740 -3.622
H 2.966 -1.883 -3.938
H 5.100 -2.247 -2.753
H 4.379 -3.469 -1.513
H 2.761 0.469 -2.200
H 1.763 2.206 1.303
H 4.613 0.912 2.861
H 6.092 -0.325 2.485
H 4.748 -2.351 3.328
H 3.122 -1.617 2.678
H 3.555 -1.842 5.483
H 4.278 -0.029 5.216
H 5.292 -2.533 0.510
C -7.546 1.018 -1.869
C -8.310 1.159 -0.583
O -9.517 1.387 -0.559
N -7.623 1.025 0.587
C -6.216 0.759 0.773
H -8.229 1.150 -2.714
H -6.770 1.785 -1.930
H -7.104 0.021 -1.935
H -8.205 1.133 1.411
H -6.119 -0.168 1.344
H -5.788 1.583 1.349
H -5.683 0.661 -0.173
C -2.780 0.996 3.961
C -2.654 1.730 5.266
O -1.941 1.322 6.180
N -3.361 2.886 5.421
C -4.245 3.527 4.477
H -2.159 0.096 3.988
H -3.819 0.694 3.800
H -2.435 1.630 3.140
H -3.224 3.323 6.326
H -3.861 4.531 4.282
H -5.233 3.603 4.937
H -4.321 2.977 3.539
C 8.611 -3.603 -4.434
C 7.847 -3.462 -3.148
O 6.640 -3.234 -3.124
N 8.534 -3.595 -1.978
C 9.941 -3.862 -1.792
H 7.928 -3.471 -5.279
H 9.387 -2.836 -4.495
H 9.053 -4.600 -4.500
H 7.952 -3.488 -1.154
H 10.038 -4.789 -1.221
H 10.369 -3.038 -1.216
H 10.474 -3.960 -2.738
C -4.737 4.704 -1.283
C -5.411 4.388 -2.589
O -5.660 3.235 -2.935
N -5.749 5.428 -3.402
C -5.546 6.840 -3.181
H -4.530 3.773 -0.746
H -3.789 5.216 -1.465
H -5.393 5.321 -0.664
H -6.199 5.136 -4.263
H -6.522 7.330 -3.202
H -4.932 7.226 -3.998
H -5.056 7.045 -2.228

## Properties
* charge: +1
* ΔE to the lowest compared entry with this formula, charge and spin: 156.6 kcal per mole
* E_HOMO: -0.3754 Eh
* frontier orbital gap: 5.83 eV
* E: -96959.261 eV


[6]
The following is a DFT calculation (ωB97M-V with the def2-TZVPD basis set) of 2 unconnected molecules or ions with the total composition C5H9ClF2S in a non-equilibrium geometry.

Positions of all 18 atoms, in Å:
C 1.469 -2.144 0.597
C 2.238 -1.915 -0.672
F 2.937 -3.010 -1.075
F 3.255 -0.996 -0.372
C 1.482 -1.221 -1.835
S 0.192 0.053 -1.342
Cl 1.354 1.661 -0.942
H 1.189 -1.341 1.143
H 0.562 -2.716 0.328
H 2.093 -2.852 1.251
H 2.404 -0.710 -2.378
H 0.909 -1.882 -2.564
C -2.035 2.625 0.725
C -2.217 1.311 0.616
H -2.725 3.363 0.323
H -1.057 2.923 1.008
H -3.018 0.804 0.118
H -1.468 0.777 1.204

## Properties
* ΔE to the lowest compared entry with this formula, charge and spin: 0.0 kcal per mole
* E_HOMO: -0.3415 Eh
* SMILES string: CC(F)(F)CSCl.C=C
* frontier orbital gap: 9.34 eV
* E: -34122.109 eV